Entry 1:
{
  "formula": "C37H44N3O4S3SbTa",
  "method": "ωB97M-V with the def2-TZVPD basis set",
  "elements": ["Ta", "N", "C", "C", "C", "N", "C", "C", "N", "C", "H", "H", "H", "H", "H", "H", "H", "H", "H", "H", "H", "H", "H", "H", "H", "H", "S", "Sb", "S", "S", "C", "C", "C", "O", "C", "C", "O", "C", "O", "C", "C", "C", "C", "C", "C", "C", "C", "C", "C", "C", "C", "C", "O", "C", "C", "C", "C", "C", "C", "C", "C", "C", "C", "C", "C", "H", "H", "H", "H", "H", "H", "H", "H", "H", "H", "H", "H", "H", "H", "H", "H", "H", "H", "H", "H", "H", "H", "H", "H", "H", "H", "H", "H"],
  "xyz": [[-0.871284, -0.086600, 2.334629], [-2.168265, 1.736727, -2.574426], [-2.840478, 1.923622, -1.224468], [-2.137822, 3.045588, -0.491932], [-2.650259, 3.202314, 0.936316], [-2.069165, 2.209085, 1.910361], [-4.180280, 3.294048, 0.922207], [-4.935200, 2.296667, 0.035706], [-4.881836, 0.953867, 0.603782], [-4.319223, 2.233998, -1.371891], [-1.255215, 1.229228, -2.499917], [-1.983576, 2.643414, -3.009153], [-2.767420, 1.206733, -3.209578], [-2.731146, 0.975879, -0.696020], [-2.352715, 3.981738, -1.019857], [-1.057978, 2.917444, -0.493741], [-2.289899, 4.172232, 1.283747], [-2.759371, 2.096273, 2.651657], [-1.291879, 2.691869, 2.357591], [-4.409284, 4.292351, 0.539231], [-4.580160, 3.272951, 1.940181], [-5.959251, 2.670851, -0.066124], [-5.491353, 0.325255, 0.089889], [-5.224710, 0.953434, 1.558240], [-4.453412, 3.196063, -1.875640], [-4.837336, 1.473101, -1.962909], [-3.953861, 1.791874, 4.729460], [-2.913727, -0.346227, 4.874336], [-0.466764, 0.219109, 4.591273], [-3.130785, -0.828548, 2.512206], [1.699068, -0.871758, -3.817426], [0.585713, -1.081534, -2.817283], [-0.661480, -1.642747, -3.481144], [1.038631, -1.883217, -1.752718], [0.229060, -1.548476, -0.649030], [0.173381, 0.007625, -0.741958], [0.242829, 0.187200, -2.153944], [1.070035, 0.952967, 0.131076], [0.343155, 0.924600, 1.374378], [1.102451, 2.416544, -0.326871], [1.322379, 2.790053, -1.650367], [1.371672, 4.133930, -2.003226], [1.235162, 5.122268, -1.041055], [1.083312, 4.755809, 0.289549], [1.024634, 3.416543, 0.641783], [2.518511, 0.562783, 0.385821], [3.318977, 0.101861, -0.648140], [4.684953, -0.052891, -0.464143], [5.262627, 0.253495, 0.757475], [4.464212, 0.706782, 1.797901], [3.101341, 0.870539, 1.611092], [0.522961, -2.357117, 0.638840], [-0.298710, -1.667355, 1.617765], [1.948174, -2.491904, 1.140730], [2.276874, -2.237365, 2.464541], [3.542401, -2.548759, 2.946172], [4.484256, -3.122161, 2.109228], [4.155961, -3.384108, 0.785267], [2.894329, -3.080371, 0.303964], [-0.093687, -3.757787, 0.532451], [-0.408171, -4.418803, 1.717212], [-0.935639, -5.697580, 1.688574], [-1.145628, -6.338949, 0.474189], [-0.823722, -5.690731, -0.705297], [-0.301017, -4.402472, -0.680059], [2.216952, -1.818341, -3.968117], [2.416803, -0.131217, -3.476209], [1.297958, -0.548897, -4.777102], [-0.408655, -2.562854, -4.007151], [-1.029928, -0.934277, -4.225306], [-1.457907, -1.862845, -2.770092], [-0.806555, -1.844773, -0.863820], [-0.840594, 0.312639, -0.445137], [1.479069, 2.042522, -2.411877], [1.546084, 4.406257, -3.036351], [1.287489, 6.166387, -1.318278], [1.025631, 5.515645, 1.058122], [0.928805, 3.148652, 1.685918], [2.884925, -0.152105, -1.600394], [5.296863, -0.419656, -1.277877], [6.328341, 0.137100, 0.900723], [4.905135, 0.940258, 2.757972], [2.495463, 1.239139, 2.428919], [1.550857, -1.822292, 3.152058], [3.783809, -2.350433, 3.982119], [5.466374, -3.374486, 2.485704], [4.882728, -3.841187, 0.126833], [2.640475, -3.319886, -0.719344], [-0.225302, -3.937795, 2.669888], [-1.173966, -6.200958, 2.616007], [-1.549874, -7.341763, 0.451286], [-0.971794, -6.187746, -1.654874], [-0.034502, -3.928301, -1.614156]],
  "atomic_forces_ev_per_a": [[-1.010, 0.697, 0.206], [0.063, -0.062, 0.008], [-0.049, -0.034, -0.041], [0.121, -0.070, 0.056], [0.070, 0.116, -0.117], [0.040, -0.526, 0.233], [-0.059, -0.017, -0.019], [0.033, 0.006, -0.041], [-0.034, 0.006, -0.035], [0.038, 0.049, 0.031], [-0.080, 0.071, 0.047], [-0.007, 0.016, 0.000], [0.000, -0.010, 0.011], [-0.030, -0.020, -0.051], [0.036, 0.029, 0.019], [-0.072, 0.002, -0.011], [-0.038, 0.031, -0.052], [-0.013, 0.125, 0.027], [0.000, 0.057, -0.015], [-0.020, 0.007, 0.048], [-0.003, -0.049, -0.002], [0.000, 0.008, -0.013], [-0.007, 0.003, 0.004], [0.023, 0.011, -0.003], [-0.003, -0.007, -0.020], [0.001, -0.025, 0.021], [-0.087, 0.124, -0.080], [0.268, -0.358, 0.148], [-0.009, -0.130, -0.259], [-0.292, -0.091, 0.137], [0.009, -0.003, -0.046], [0.012, 0.036, 0.091], [-0.023, -0.005, -0.005], [-0.001, -0.001, 0.003], [-0.101, -0.008, -0.037], [-0.009, 0.018, 0.022], [-0.034, 0.007, 0.000], [0.105, -0.054, 0.098], [0.719, 0.106, -0.436], [0.093, -0.037, -0.053], [0.020, 0.005, 0.002], [-0.011, -0.004, -0.016], [0.004, 0.002, 0.024], [-0.020, 0.002, -0.013], [-0.042, 0.011, 0.008], [0.039, 0.130, -0.046], [0.047, 0.028, 0.021], [-0.021, -0.011, 0.014], [-0.020, 0.000, 0.001], [-0.009, 0.006, -0.024], [0.007, -0.005, -0.010], [-0.284, 0.015, 0.028], [0.426, -0.026, 0.113], [0.006, -0.138, 0.019], [0.047, -0.051, 0.016], [-0.009, -0.006, -0.029], [-0.021, -0.002, -0.004], [-0.016, 0.016, 0.017], [0.003, -0.021, 0.034], [0.068, -0.009, -0.010], [0.037, -0.016, 0.008], [-0.010, -0.001, -0.009], [-0.002, 0.004, 0.013], [-0.006, 0.014, -0.010], [-0.004, -0.012, 0.000], [-0.018, -0.007, -0.018], [0.019, -0.011, 0.018], [0.002, 0.024, 0.012], [0.008, -0.003, -0.003], [0.005, -0.005, 0.009], [0.007, 0.002, -0.007], [0.007, 0.005, -0.037], [0.035, 0.006, 0.003], [0.009, -0.003, 0.005], [0.006, 0.002, 0.000], [-0.008, 0.002, 0.001], [0.008, 0.001, 0.002], [0.018, 0.000, -0.006], [0.000, 0.021, -0.009], [0.002, 0.002, -0.001], [0.002, -0.007, 0.002], [0.001, 0.004, 0.001], [0.003, 0.016, -0.003], [-0.005, 0.008, -0.010], [0.000, 0.001, 0.004], [0.002, 0.001, 0.006], [0.001, -0.004, -0.001], [0.001, -0.012, 0.010], [0.005, 0.007, -0.001], [0.001, 0.000, 0.001], [0.001, -0.001, 0.002], [0.000, 0.002, -0.001], [0.009, -0.001, 0.003]],
  "relative_energy_ev": 0.970,
  "total_charge": 2,
  "lumo_energy_ev": [-5.85, -8.13],
  "gap_ev": [6.96, 4.67],
  "multiplicity": 2
}

---

Entry 2:
{
  "formula": "C37H45N11O9PS6Sn",
  "method": "ωB97M-V with the def2-TZVPD basis set",
  "elements": ["Sn", "C", "N", "C", "C", "N", "C", "C", "C", "C", "C", "C", "N", "C", "N", "C", "C", "C", "C", "C", "C", "N", "H", "H", "H", "H", "H", "H", "H", "H", "H", "H", "H", "H", "H", "H", "H", "S", "C", "S", "S", "C", "C", "S", "O", "O", "C", "C", "N", "C", "N", "C", "C", "N", "O", "O", "C", "H", "H", "H", "H", "H", "H", "H", "H", "H", "H", "H", "H", "H", "N", "C", "C", "C", "C", "C", "C", "S", "O", "O", "N", "C", "S", "C", "C", "N", "H", "H", "H", "H", "H", "H", "H", "H", "C", "O", "P", "O", "C", "O", "C", "H", "H", "H", "H", "H", "H", "H", "H", "H"],
  "xyz": [[-0.018252, -1.655623, -0.280938], [0.154883, -1.395413, 3.761408], [0.455583, -0.513255, 2.647423], [-0.154921, 0.795646, 2.695206], [-1.556621, 0.796901, 2.166330], [-2.196264, -0.219857, 1.674518], [-3.419835, 0.282660, 1.252981], [-4.482524, -0.376262, 0.640618], [-5.591960, 0.373288, 0.296550], [-5.650858, 1.752719, 0.551639], [-4.604333, 2.420196, 1.163300], [-3.495311, 1.656660, 1.508860], [-2.288868, 1.964021, 2.114298], [-0.352884, -2.759491, 3.366362], [-1.150429, -3.031083, 2.378216], [-1.461570, -4.385250, 2.526123], [-2.309694, -5.204682, 1.786794], [-2.440022, -6.525752, 2.176517], [-1.746844, -7.040067, 3.281172], [-0.914412, -6.237639, 4.041134], [-0.801348, -4.910042, 3.646115], [-0.102148, -3.841470, 4.170734], [-0.633491, -0.943212, 4.372944], [1.028474, -1.528920, 4.407584], [1.453010, -0.376283, 2.528167], [0.443258, 1.436219, 2.043902], [-0.147209, 1.249676, 3.698571], [-4.418742, -1.437341, 0.433770], [-6.434902, -0.109149, -0.182469], [-6.529849, 2.308339, 0.251117], [-4.638393, 3.488838, 1.331929], [-1.937774, 2.885522, 2.311856], [-2.825976, -4.820805, 0.917800], [-3.080362, -7.185258, 1.604918], [-1.862365, -8.084259, 3.543801], [-0.373840, -6.628471, 4.895042], [0.507685, -3.855759, 4.968106], [-0.181311, -5.697089, -2.521439], [-0.298671, -4.096688, -2.092747], [-1.718078, -3.425960, -1.333485], [0.979306, -2.935034, -2.366005], [0.808543, 3.306462, -2.697844], [0.891393, 3.486551, -4.207248], [-0.684291, 3.757697, -5.000465], [-1.570027, 4.427500, -4.076492], [-0.418913, 4.352717, -6.290692], [-1.377393, 2.124348, -5.344517], [-2.656392, 1.818264, -4.572630], [-2.374725, 1.307280, -3.235646], [-1.774665, 0.107825, -3.005889], [-1.300172, 0.041376, -1.775076], [-1.573328, 1.240228, -1.183928], [-2.225103, 2.033268, -2.069259], [-2.860959, 3.285348, -1.797982], [-3.833774, 3.594353, -2.461764], [-2.406971, 3.937973, -0.876197], [-1.699056, -0.977471, -4.018297], [1.792186, 3.468374, -2.258685], [0.500273, 2.295271, -2.431667], [0.110499, 4.018128, -2.257624], [1.347868, 2.628287, -4.702901], [1.437860, 4.385805, -4.496637], [-0.601385, 1.383659, -5.143269], [-1.565649, 2.162263, -6.416239], [-3.218430, 1.056125, -5.107978], [-3.272271, 2.706391, -4.476854], [-1.265999, 1.476849, -0.180072], [-2.639835, -1.064990, -4.562945], [-1.497614, -1.911605, -3.495898], [-0.893753, -0.810944, -4.738103], [0.817011, 7.242702, 0.628815], [1.434653, 6.012752, 0.843354], [1.108496, 5.238475, 1.959285], [1.737279, 4.025581, 2.179770], [2.704327, 3.565702, 1.292844], [3.068834, 4.351719, 0.207877], [2.436663, 5.562934, -0.016349], [3.361089, 1.929295, 1.477305], [4.720287, 1.969542, 0.986965], [3.134521, 1.560811, 2.858450], [2.396041, 1.036659, 0.600561], [2.537672, 0.878566, -0.724414], [3.853586, 1.511203, -1.731388], [3.075545, 0.864659, -3.134939], [1.951923, 0.212051, -2.772297], [1.644121, 0.217963, -1.433072], [-0.081970, 7.358148, 1.065167], [0.836707, 7.578599, -0.319292], [0.360195, 5.600714, 2.657343], [1.500637, 3.424529, 3.047175], [3.851422, 4.010210, -0.459482], [2.716237, 6.171152, -0.869980], [3.521902, 0.942116, -4.113743], [1.304997, -0.343977, -3.438879], [2.945485, -5.560395, 3.168238], [3.610620, -4.411651, 2.660835], [2.703408, -3.281624, 1.852580], [2.143706, -4.116372, 0.609516], [3.002282, -4.814390, -0.314393], [3.943340, -2.500206, 1.158298], [4.685254, -1.557486, 1.935319], [3.592970, -6.424065, 3.016893], [1.996746, -5.747485, 2.658470], [2.756162, -5.455274, 4.240431], [2.350902, -5.431482, -0.927200], [3.720720, -5.425094, 0.233575], [3.524393, -4.097700, -0.941891], [4.034542, -0.777015, 2.345573], [5.404235, -1.088499, 1.268787], [5.213034, -2.061291, 2.747923]],
  "atomic_forces_ev_per_a": [[-0.113, -0.246, -0.635], [-0.032, -0.015, -0.190], [0.035, 0.172, 0.309], [0.046, -0.159, -0.142], [-0.078, 0.131, 0.033], [-0.022, 0.033, -0.096], [-0.041, -0.056, 0.062], [0.020, -0.018, -0.053], [-0.015, 0.025, 0.003], [0.034, -0.034, -0.020], [0.027, 0.031, -0.065], [0.057, 0.035, 0.045], [-0.001, -0.012, -0.035], [-0.091, 0.295, -0.004], [0.023, -0.420, -0.004], [0.098, 0.097, 0.106], [-0.002, -0.035, -0.118], [0.020, -0.006, 0.008], [0.001, 0.020, -0.006], [0.024, 0.017, -0.022], [0.034, 0.001, 0.029], [0.015, -0.035, 0.094], [0.010, 0.002, 0.061], [0.024, -0.004, 0.047], [-0.051, -0.150, -0.091], [0.033, 0.069, 0.016], [-0.015, 0.044, 0.033], [0.003, 0.010, 0.016], [0.018, 0.011, -0.007], [0.004, 0.006, 0.007], [-0.012, -0.008, 0.017], [-0.004, -0.013, 0.011], [0.051, 0.006, -0.008], [0.004, 0.009, -0.003], [-0.009, 0.004, -0.006], [-0.029, 0.005, 0.006], [0.031, 0.030, -0.035], [0.013, 0.238, 0.013], [-0.046, -0.176, -0.141], [0.063, 0.081, 0.222], [-0.109, 0.045, 0.191], [-0.082, -0.007, -0.083], [-0.103, 0.060, 0.144], [0.012, 0.053, -0.060], [0.069, 0.014, -0.103], [0.012, -0.042, 0.091], [0.018, 0.049, 0.076], [0.028, -0.037, 0.032], [0.088, 0.112, -0.100], [-0.076, -0.114, 0.079], [-0.083, 0.119, 0.181], [0.255, -0.046, 0.022], [-0.167, -0.004, 0.006], [-0.090, -0.079, -0.037], [0.039, -0.029, 0.046], [0.030, 0.020, 0.054], [0.043, 0.012, 0.035], [-0.005, -0.039, -0.025], [0.012, 0.110, -0.025], [0.032, 0.027, 0.000], [0.070, 0.083, -0.028], [0.055, -0.006, 0.026], [-0.035, 0.026, -0.086], [-0.024, -0.083, -0.016], [-0.046, -0.013, -0.012], [-0.046, -0.011, 0.013], [-0.069, -0.016, 0.006], [0.006, -0.012, -0.004], [-0.005, -0.001, -0.007], [-0.015, 0.001, 0.022], [0.102, 0.049, 0.092], [-0.016, -0.012, -0.006], [-0.014, -0.001, 0.019], [0.045, 0.015, -0.109], [-0.043, 0.063, 0.105], [0.048, 0.018, -0.023], [-0.008, 0.008, -0.022], [-0.217, 0.183, -0.072], [0.109, -0.029, -0.023], [0.044, -0.040, 0.002], [0.006, -0.260, 0.031], [0.030, 0.110, 0.040], [-0.007, -0.132, 0.043], [0.045, -0.033, 0.032], [0.052, -0.110, 0.074], [0.087, 0.020, -0.154], [-0.045, -0.029, -0.044], [-0.043, -0.030, -0.031], [0.024, -0.014, -0.014], [-0.040, -0.014, 0.020], [-0.059, 0.052, 0.066], [0.013, -0.008, 0.015], [-0.029, -0.020, 0.020], [0.017, 0.014, -0.010], [-0.058, 0.022, 0.030], [0.101, -0.052, -0.113], [0.013, 0.191, 0.276], [0.033, 0.007, -0.093], [-0.083, 0.006, 0.029], [0.017, -0.179, -0.050], [-0.131, 0.105, 0.075], [0.014, 0.007, -0.013], [-0.002, 0.007, 0.002], [-0.005, 0.035, 0.004], [-0.007, -0.003, -0.030], [0.001, -0.021, 0.015], [0.012, 0.019, -0.012], [0.063, -0.126, -0.030], [-0.022, 0.018, -0.012], [0.014, -0.010, -0.021]],
  "relative_energy_ev": 0.000,
  "total_charge": -1,
  "lumo_energy_ev": 1.58,
  "gap_ev": 6.21,
  "multiplicity": 1
}